(1)
This record from the Open Molecules 2025 dataset describes a structure of composition C24H35N6S3Sc. The level of theory is ωB97M-V/def2-TZVPD.

Each line ends with the natural charge from an NBO analysis.
Atoms and positions in Å:
Sc: 0.385 -0.244 -0.031  1.6435
C: 2.423 -1.365 0.358  -0.2055
C: 2.760 -0.086 -0.192  -0.1114
C: 2.409 0.910 0.759  -0.1281
C: 1.814 0.264 1.875  -0.1114
C: 1.810 -1.146 1.623  -0.1942
C: 1.495 -2.189 2.657  -0.6227
C: 1.529 0.928 3.185  -0.6347
C: 2.794 2.356 0.713  -0.6388
C: 3.635 0.121 -1.393  -0.6405
C: 2.993 -2.655 -0.161  -0.6313
H: 0.609 -1.941 3.243  0.2188
H: 2.329 -2.268 3.358  0.2551
H: 1.346 -3.173 2.214  0.2225
H: 1.042 1.898 3.064  0.2235
H: 2.472 1.113 3.704  0.2550
H: 0.914 0.307 3.835  0.2280
H: 2.051 2.990 1.199  0.2265
H: 2.948 2.706 -0.308  0.2252
H: 3.735 2.500 1.249  0.2579
H: 3.435 -0.604 -2.182  0.2251
H: 4.679 -0.001 -1.095  0.2506
H: 3.531 1.124 -1.801  0.2260
H: 4.082 -2.579 -0.148  0.2531
H: 2.707 -2.875 -1.192  0.2265
H: 2.723 -3.502 0.469  0.2289
C: -3.959 -2.142 0.446  -0.5343
C: -4.118 -1.148 -0.699  -0.5196
S: -2.597 -0.253 -1.198  0.2246
C: -2.229 -0.915 -2.850  -0.5243
C: -1.543 -2.268 -2.843  -0.5302
S: 0.005 -2.308 -1.860  0.1923
C: -0.336 -3.619 -0.629  -0.5091
C: -1.314 -3.219 0.481  -0.5234
S: -3.038 -3.657 0.031  0.2334
H: -4.950 -2.489 0.740  0.2615
H: -3.496 -1.687 1.321  0.2157
H: -4.825 -0.372 -0.402  0.2451
H: -4.507 -1.639 -1.590  0.2440
H: -1.611 -0.152 -3.326  0.2350
H: -3.166 -0.980 -3.402  0.2602
H: -1.274 -2.559 -3.858  0.2548
H: -2.191 -3.028 -2.418  0.2633
H: 0.641 -3.876 -0.221  0.2541
H: -0.697 -4.485 -1.183  0.2609
H: -1.282 -2.143 0.669  0.1827
H: -1.071 -3.740 1.407  0.2488
N: 1.111 1.088 -3.234  -0.7405
C: 0.715 1.976 -2.316  0.6371
N: 0.918 3.251 -2.576  -0.5450
C: 0.466 4.119 -1.668  0.6213
N: 0.706 5.406 -1.833  -0.7086
N: -0.262 3.757 -0.575  -0.5118
C: -0.407 2.482 -0.389  0.4547
N: 0.101 1.506 -1.187  -0.7717
C: -1.217 2.056 0.786  0.2226
C: -2.146 2.921 1.336  -0.1914
C: -2.925 2.483 2.397  -0.1154
C: -2.724 1.201 2.887  -0.2068
C: -1.755 0.410 2.300  0.0557
N: -1.021 0.810 1.258  -0.5933
H: 1.544 1.441 -4.072  0.4406
H: 0.975 0.101 -3.119  0.4072
H: 1.236 5.730 -2.624  0.4329
H: 0.347 6.065 -1.162  0.4291
H: -2.243 3.913 0.922  0.2674
H: -3.667 3.133 2.841  0.2555
H: -3.303 0.823 3.718  0.2560
H: -1.541 -0.580 2.689  0.2212

The calculation puts the molar mass at 548.74 u. The HOMO energy is -14.06 eV. The relative energy (zero: lowest compared OMol25 entry of this formula, charge and spin) comes out at 1.097 eV. The LUMO energy comes out at -6.3 eV. As for the charge: +2.

---

(2)
This record from the Open Molecules 2025 dataset describes a structure of composition C35H43CoN6O5PS. The level of theory is ωB97M-V/def2-TZVPD.

Each line ends with the Mulliken spin population.
Atoms and positions in Å:
Co: 0.074 -1.519 -0.710  0.0657
C: -4.134 1.511 2.941  -0.0006
C: -4.713 0.928 1.657  0.0012
N: -3.932 -0.177 1.132  -0.0043
C: -4.277 -1.500 1.625  0.0075
C: -5.378 -2.176 0.822  -0.0010
C: -2.874 0.043 0.295  0.0005
S: -2.245 -1.277 -0.587  0.0103
N: -2.575 1.328 0.159  0.0087
C: -1.529 2.004 -0.286  -0.0148
O: -0.339 1.934 0.094  -0.0094
C: -1.842 3.127 -1.296  0.0011
C: -0.844 4.031 -1.616  0.0049
C: -1.087 5.039 -2.544  0.0000
C: -2.328 5.126 -3.160  -0.0005
C: -3.324 4.210 -2.850  -0.0003
C: -3.079 3.212 -1.911  -0.0051
H: -4.735 2.356 3.289  0.0002
H: -3.118 1.860 2.760  0.0008
H: -4.107 0.762 3.736  -0.0001
H: -4.768 1.706 0.896  0.0000
H: -5.728 0.558 1.834  0.0000
H: -4.590 -1.385 2.668  0.0002
H: -3.378 -2.113 1.615  -0.0017
H: -6.312 -1.610 0.872  -0.0002
H: -5.566 -3.181 1.207  0.0000
H: -5.071 -2.254 -0.221  0.0017
H: 0.126 3.921 -1.148  -0.0026
H: -0.303 5.746 -2.789  0.0001
H: -2.516 5.902 -3.893  -0.0001
H: -4.286 4.259 -3.347  0.0001
H: -3.836 2.481 -1.657  -0.0007
O: 1.803 -7.303 2.836  0.0007
C: 0.623 -6.927 2.707  0.0005
O: -0.425 -7.394 3.201  0.0005
C: 0.423 -5.673 1.825  0.0065
C: -0.848 -5.188 1.549  -0.0035
C: -1.002 -4.022 0.818  0.0187
N: 0.030 -3.315 0.349  0.0152
C: 1.260 -3.811 0.564  0.0002
C: 1.495 -4.962 1.296  -0.0004
C: 2.398 -2.967 -0.004  -0.0048
O: 3.552 -3.176 0.377  0.0013
O: 2.015 -2.049 -0.802  -0.0210
H: -1.704 -5.728 1.931  -0.0004
H: -1.981 -3.613 0.602  -0.0036
H: 2.508 -5.297 1.464  0.0002
C: 2.393 0.548 4.026  -0.0001
N: 2.717 -0.594 3.095  0.0016
C: 3.731 -0.118 2.058  -0.0007
N: 3.258 1.040 1.391  0.0012
C: 2.893 2.090 2.322  0.0011
N: 1.895 1.668 3.305  0.0032
C: 0.578 1.411 2.682  0.0247
P: 0.576 0.184 1.240  0.0443
C: 1.458 -1.055 2.406  0.0028
C: 2.175 0.735 0.445  0.0265
H: 3.318 0.808 4.550  0.0001
H: 1.654 0.177 4.738  -0.0004
H: 3.143 -1.361 3.629  -0.0001
H: 3.875 -0.949 1.364  0.0003
H: 4.650 0.088 2.614  0.0001
H: 2.485 2.926 1.753  -0.0015
H: 3.784 2.422 2.862  0.0011
H: 0.177 2.369 2.352  0.0007
H: -0.088 1.020 3.456  -0.0026
H: 1.726 -1.962 1.876  -0.0065
H: 0.754 -1.338 3.194  -0.0033
H: 1.988 1.616 -0.168  -0.0348
H: 2.485 -0.067 -0.221  -0.0045
C: -0.007 0.270 -4.598  0.0248
C: 0.890 -0.218 -3.451  -0.0166
C: 1.444 -1.590 -3.838  0.0891
C: 0.133 -0.240 -2.121  0.5836
C: 2.011 0.786 -3.178  -0.0140
C: 1.780 2.164 -3.264  0.0532
C: 2.758 3.090 -2.932  -0.0461
C: 4.014 2.671 -2.511  0.0693
C: 4.266 1.307 -2.437  -0.0438
C: 3.286 0.383 -2.770  0.0811
H: -0.718 -0.520 -4.848  -0.0021
H: 0.577 0.512 -5.495  0.0056
H: -0.586 1.150 -4.315  0.0055
H: 0.604 -2.249 -4.070  -0.0030
H: 1.996 -2.046 -3.022  -0.0152
H: 2.091 -1.521 -4.722  -0.0034
H: -0.543 0.624 -2.129  0.0865
H: 0.805 2.521 -3.568  0.0064
H: 2.533 4.149 -3.002  -0.0009
H: 4.776 3.391 -2.238  0.0085
H: 5.233 0.952 -2.099  -0.0014
H: 3.500 -0.672 -2.658  0.0080

The calculation puts the molar mass at 749.74 u. The HOMO energy (spin up / spin down) is 0.36 / -0.66 eV. The relative energy (zero: lowest compared OMol25 entry of this formula, charge and spin) comes out at 1.984 eV. The LUMO energy (spin up / spin down) comes out at 3.7 / 3.7 eV. As for the spin multiplicity: 2. As for the charge: -2.

---

(3)
This record from the Open Molecules 2025 dataset describes a structure of composition F2H14NNaO11S2. The level of theory is ωB97M-V/def2-TZVPD.

Each line ends with the Mulliken charge.
Atoms and positions in Å:
Na: -0.189 -0.363 0.099  0.6161
N: 0.954 0.835 -0.183  -0.2133
S: 2.114 1.010 -1.109  0.8236
O: 2.947 -0.100 -1.442  -0.5804
O: 2.643 2.387 -1.035  -0.6165
F: 1.179 1.182 -2.415  -0.3481
S: 1.922 1.013 1.197  1.1233
O: 1.922 2.369 1.786  -0.6923
O: 3.217 0.364 1.429  -0.5893
F: 0.980 0.126 2.254  -0.3199
O: -1.135 -1.883 -0.984  -0.4980
H: -1.597 -1.286 -1.573  0.2592
H: -1.066 -2.701 -1.477  0.2734
O: -1.791 0.430 0.473  -0.4792
H: -1.228 1.150 0.187  0.4594
H: -2.394 0.831 1.099  0.2374
O: 0.152 -1.625 1.731  -0.6429
H: 0.968 -1.790 2.205  0.3508
H: -0.487 -1.427 2.416  0.2970
O: -3.060 -1.255 0.528  -0.7648
H: -2.222 -0.792 0.549  0.4065
H: -3.547 -0.837 -0.182  0.3059
O: 1.037 -1.630 -0.653  -0.5996
H: 1.951 -1.555 -0.378  0.2963
H: 0.752 -2.478 -0.312  0.3627
O: -0.420 2.114 0.389  -0.7832
H: 0.073 2.832 0.788  0.4172
H: 0.248 1.480 0.129  0.8676
O: -1.123 0.485 -1.497  -0.5705
H: -2.061 0.610 -1.643  0.2820
H: -0.740 0.502 -2.374  0.3195

The calculation puts the molar mass at 329.23 u. The HOMO energy is -9.95 eV. The relative energy (zero: lowest compared OMol25 entry of this formula, charge and spin) comes out at 15.268 eV. The LUMO energy comes out at -0.4 eV.

---

(4)
This record from the Open Molecules 2025 dataset describes a structure of composition C5H10N2OP2. The level of theory is ωB97M-V/def2-TZVPD.

Each line ends with the natural charge from an NBO analysis.
Atoms and positions in Å:
C: 1.385 1.322 -0.346  0.1513
C: -0.010 1.305 0.008  0.1819
C: 2.106 0.272 0.515  -0.4806
C: 1.471 -1.118 0.297  -0.4055
C: 0.191 -1.024 -0.555  -0.2451
N: -0.551 0.124 -0.090  -0.7275
N: 1.938 2.111 -1.163  -0.6235
O: -2.255 1.523 1.152  -1.0316
P: -3.494 -0.574 -0.822  -0.0491
P: -2.074 0.170 0.662  1.6255
H: 3.163 0.265 0.244  0.2241
H: 2.028 0.562 1.562  0.2316
H: 2.173 -1.783 -0.205  0.2212
H: 1.217 -1.562 1.261  0.2091
H: 0.451 -0.879 -1.610  0.2187
H: -0.428 -1.921 -0.456  0.2120
H: 2.953 2.050 -1.201  0.3318
H: -4.457 -0.754 0.170  0.0160
H: -3.890 0.743 -1.056  0.0408
H: -1.918 -0.831 1.632  -0.1012

The calculation puts the molar mass at 176.10 u. The HOMO energy is -7.99 eV. The relative energy (zero: lowest compared OMol25 entry of this formula, charge and spin) comes out at 0.170 eV. The LUMO energy comes out at 0.5 eV.